Entry from the OMol25 dataset: a molecular structure, C49H88N16O3 (wB97M-V/def2-TZVPD).

The geometry in XYZ format:
```
156
Properties=species:S:1:pos:R:3:forces:R:3:mulliken_charge:R:1
C 0.25921 -0.71339 -0.05317 -1.0122 -1.7280 -1.1729 -1.507
O -0.96633 -0.62217 -0.36162 1.9953 -1.0072 -0.4454 -0.138
O 1.07197 0.06627 -0.60458 3.1952 -4.4222 2.2638 -0.743
O 0.71501 -1.69743 0.64783 -0.7563 1.9491 0.8446 1.116
C 2.64734 3.11447 0.50059 0.0372 2.3666 -2.9779 -0.763
C 3.47688 3.31853 -0.74321 -0.1309 1.6596 -0.6211 -0.984
N 2.63384 3.05934 -1.95529 -1.0160 1.1534 -1.3515 0.191
C 1.97468 1.89152 -2.39966 1.4369 2.1702 -2.0589 1.635
C 1.47307 2.15894 -3.68012 -0.8422 3.5332 2.6172 -1.254
N 1.61596 3.54515 -3.89244 2.2598 -0.0139 4.1340 0.303
C 2.37302 4.06048 -2.84577 -0.7605 -2.5956 -1.2212 -0.491
C 1.29251 4.31684 -5.03260 -0.8266 0.8864 -2.2404 -0.855
H 1.85358 3.86091 0.47104 0.2497 0.5141 0.6548 0.818
H 3.22668 3.19918 1.41999 0.4419 0.7430 -1.0290 0.995
H 2.08190 2.18404 0.44875 1.0460 0.9467 -0.8040 -1.202
H 4.41814 2.77071 -0.78798 -0.5929 0.5468 -0.0184 0.200
H 3.82296 4.35018 -0.80664 -0.3645 0.2276 -0.1427 0.870
H 1.97622 0.98853 -1.80720 0.9079 1.5367 -0.5585 0.848
H 0.85091 1.55347 -4.32255 -0.4820 1.9042 0.4583 0.621
H 2.82852 5.03792 -2.78623 -0.2491 0.1447 -0.1541 0.548
H 0.33502 4.04460 -5.47665 0.3589 -1.1280 -0.3393 0.360
H 2.14860 4.26293 -5.70515 -0.4532 0.0944 -0.4706 0.371
H 0.99540 5.35864 -4.91230 0.9264 0.2656 1.1076 0.398
C 1.47041 -0.30210 -4.48211 0.7924 -0.7526 -0.8918 -1.323
C 0.74349 -0.39032 -3.17772 1.0063 -1.5516 0.0765 0.984
N 0.49748 -1.81523 -2.86654 0.0337 -0.3802 3.2488 0.387
C -0.33063 -2.57736 -3.53859 -1.1689 -3.3150 -1.0890 -0.843
C -0.46394 -3.85505 -2.89156 3.5162 2.1272 -0.1462 -0.347
N 0.30820 -3.76830 -1.74686 -0.4930 2.3994 -1.1258 0.035
C 0.76905 -2.47280 -1.70185 1.6259 -1.1965 -1.7560 1.686
C 0.44351 -4.82962 -0.73056 0.2208 -0.2179 -1.2093 -0.552
H 0.86237 -0.58237 -5.34225 -0.0190 0.2504 -0.1282 0.427
H 2.36535 -0.92343 -4.51553 -0.1012 -0.2888 0.2311 0.368
H 1.83128 0.72558 -4.52401 0.8414 -2.4621 -1.3965 0.463
H -0.16512 0.20483 -3.08649 -0.4306 -0.4803 -0.4496 0.000
H 1.38334 -0.01548 -2.37885 -0.6213 -1.7421 -1.3108 -0.988
H -0.87089 -2.09496 -4.33972 0.0171 -0.7709 -0.4365 0.662
H -1.09930 -4.69555 -3.12879 2.1020 -0.9597 0.2402 0.687
H 1.40653 -2.01302 -0.96116 -1.1666 -2.1638 -1.9506 -0.916
H 0.74012 -5.75620 -1.22206 -0.2072 -0.0003 -0.1256 0.545
H -0.47562 -4.94843 -0.15682 0.1507 0.0122 -0.2514 0.324
H 1.28689 -4.51798 -0.11436 -2.0441 -1.9092 -1.8571 0.607
C -4.06000 1.43943 -0.68429 -1.2293 -0.7214 -3.1571 -0.655
C -3.00228 0.29397 -0.57602 -4.6567 -4.0227 -4.4107 0.212
N -3.37304 -0.94459 -1.19947 -2.7749 -2.2559 -3.4859 0.602
C -4.56384 -1.65403 -0.92847 0.7155 -0.4765 -2.4559 -0.401
C -4.56899 -2.77597 -1.79544 -0.1832 1.9146 1.6572 -0.539
N -3.44608 -2.71606 -2.54818 1.6258 2.6593 1.2469 0.290
C -2.72832 -1.57124 -2.18624 -1.5036 -1.2476 0.2440 -0.314
C -2.93458 -3.72159 -3.46603 -1.4731 0.7562 -0.2879 -0.178
H -4.18431 1.71655 -1.73112 0.1230 0.0189 -0.0958 -0.090
H -3.75200 2.29381 -0.08156 -1.3842 0.4346 -1.6073 0.750
H -5.07415 1.09594 -0.48032 0.0195 -0.0281 0.7426 0.661
H -2.79132 -0.00864 0.44966 -2.0830 -3.5397 -1.9635 -0.854
H -2.03038 0.63579 -0.93189 -2.5809 -2.1747 -5.3496 -0.527
H -5.29713 -1.16959 -0.30075 -0.1741 -0.5462 0.0681 0.641
H -5.24966 -3.60868 -1.89376 -0.1696 0.1772 0.0560 0.609
H -1.79236 -1.20038 -2.57721 -0.4898 -0.3253 0.0444 0.317
H -3.41048 -4.66135 -3.18590 -0.0184 -0.0753 -0.5819 0.428
H -1.86312 -3.74023 -3.26675 -4.0993 0.5658 -0.9127 -0.639
H -3.12661 -3.34870 -4.47209 -0.2432 -0.6573 -0.1875 0.324
C 4.50177 0.92912 -1.62536 0.9780 -0.9132 0.7277 -1.256
C 3.76324 0.87045 -0.26355 -1.0806 -1.2733 -1.5460 -0.569
N 3.84857 -0.40177 0.35744 1.4449 -4.5887 1.1708 0.251
C 4.90454 -0.81458 1.15855 -0.1779 -0.3136 0.9006 -0.312
C 4.67857 -2.09852 1.61296 -0.5110 0.8097 -0.7644 -0.993
N 3.46845 -2.49895 1.02979 0.4708 0.6923 -1.7368 0.080
C 3.02301 -1.48678 0.25349 2.1682 0.8901 -0.3693 0.761
C 2.81482 -3.83410 1.02725 3.6103 0.2537 1.1597 -0.901
H 4.18707 1.77991 -2.22971 0.9490 -0.8230 0.0442 0.588
H 4.36961 0.02327 -2.21702 -0.4506 -0.1748 0.1020 0.471
H 5.56923 0.89556 -1.40740 0.2232 0.5230 -0.3114 0.354
H 2.69170 0.83798 -0.46057 0.8731 0.6932 0.2937 0.565
H 3.90865 1.65473 0.47933 1.0505 -1.3099 -0.2680 0.779
H 5.66065 -0.08039 1.39446 0.2737 -0.3746 0.1200 0.609
H 5.20778 -2.77672 2.26594 0.2486 0.2304 -0.0737 0.613
H 2.12392 -1.45050 -0.34377 2.9773 0.6033 1.2963 0.614
H 3.50902 -4.67095 1.10385 0.6132 0.3072 -0.5699 0.611
H 2.18554 -3.95724 0.14580 2.8210 1.1809 0.2303 0.123
H 2.20474 -3.94610 1.92356 2.8532 -0.1599 -0.4086 0.145
C -4.46518 3.72435 -3.35698 2.4655 0.4017 -0.7617 -0.962
C -3.12351 4.46611 -3.70012 -1.5537 0.3440 -0.6292 -0.408
N -2.04895 4.08932 -2.78789 2.1606 -3.7342 2.3981 0.343
C -1.10342 4.85596 -2.14654 0.7399 0.1389 0.3968 -1.455
C -0.28558 4.09870 -1.30454 -1.7778 -1.8715 -2.0244 0.418
N -0.65425 2.73212 -1.52317 -4.2329 5.4965 -1.9898 1.282
C -1.80459 2.76047 -2.35390 2.7216 2.1050 0.5832 -1.390
C -0.06255 1.62911 -0.88535 -0.8620 2.1689 -1.1617 0.093
H -5.20156 4.18688 -4.01418 -0.4104 -0.2056 0.6001 0.479
H -4.57287 3.77703 -2.27359 -0.7874 0.1907 -0.2612 0.282
H -4.26369 2.70569 -3.68840 -0.6582 -0.2707 0.1193 0.287
H -3.31565 5.53903 -3.69440 0.4630 0.0662 0.5555 0.510
H -2.84095 4.25954 -4.73240 0.2296 -0.2444 0.0741 0.270
H -0.99209 5.89081 -2.43478 -0.2548 0.1658 0.4289 0.484
H 0.54820 4.25192 -0.63541 -0.4293 0.6607 -0.3863 0.111
H -2.27755 1.84480 -2.67678 -0.1721 0.4126 -0.1751 1.079
H 0.35657 0.95333 -1.63083 -2.4767 2.0830 0.2698 -1.587
H -0.82699 1.17591 -0.25420 3.0364 1.1904 -0.6937 -0.804
H 0.77382 1.94426 -0.26142 -1.0606 0.6854 -0.5641 -0.703
C 2.77983 3.87330 4.35044 -0.1527 -1.2275 0.0192 -0.853
C 3.63924 2.56994 4.15104 2.0384 3.0318 0.8883 -0.411
N 3.06681 1.48150 3.45826 -2.3018 -2.9962 -0.4615 0.450
C 2.33552 1.54650 2.27182 -1.0954 0.7150 2.1427 -1.623
C 1.88493 0.34914 1.88218 -0.2406 -0.9314 4.0112 0.222
N 2.20749 -0.49986 2.96928 1.9345 1.9128 0.4380 1.231
C 2.99007 0.20950 3.90686 -1.9499 -0.1419 -2.6293 -1.126
C 1.75403 -1.85860 3.06903 2.8706 2.0302 2.7737 -1.709
H 2.61488 4.42334 3.42396 -0.2971 -0.3461 -0.2036 0.242
H 3.22322 4.63745 4.98888 0.5210 -0.5284 0.2203 0.424
H 1.85518 3.56683 4.83948 -0.2638 0.3234 -0.2011 0.168
H 4.09960 2.21847 5.07441 -0.5181 -0.1025 0.2264 0.550
H 4.52924 2.86920 3.59749 0.1411 0.0563 -0.2612 0.346
H 2.01556 2.47728 1.82721 -0.2896 -1.4950 2.9527 1.146
H 1.25657 -0.04911 1.09927 1.3948 1.2544 1.7039 -0.609
H 3.35658 -0.16594 4.85085 0.2032 -0.0882 -0.0986 0.539
H 0.94283 -1.85344 3.79707 1.7709 -1.1529 -0.0575 0.297
H 2.59771 -2.49622 3.33310 -0.0368 0.0975 0.8574 1.266
H 1.39602 -2.39434 2.18988 2.9941 9.7301 -2.2806 -1.916
C -5.31004 -4.24861 1.49130 0.1063 -0.0527 0.0457 -0.877
C -4.43253 -3.76374 2.60199 0.0290 0.2152 1.1639 -0.493
N -3.05005 -3.49187 2.14309 2.9004 -0.9297 -0.2191 0.265
C -2.73876 -2.61503 1.10530 0.1589 -1.5257 0.6839 -1.216
C -1.37599 -2.62277 0.88688 -2.2138 -5.6947 -0.6163 0.659
N -0.84898 -3.60453 1.74690 -1.3328 0.7439 0.9304 0.052
C -1.86989 -4.12118 2.49372 -0.6409 1.4693 -0.7992 -0.483
C 0.62397 -3.83778 1.93327 -5.1276 -3.2384 -1.0078 0.123
H -5.45107 -3.45904 0.75320 -0.2284 -0.2564 -0.0453 0.063
H -6.26036 -4.53239 1.94347 -0.0875 -0.0035 -0.3153 0.462
H -4.83560 -5.12537 1.05054 -0.2820 -0.0604 -0.2254 0.332
H -4.44154 -4.47095 3.43138 0.5543 -0.2538 -0.1796 0.530
H -4.80340 -2.86018 3.08587 0.0245 0.2801 -0.2936 0.279
H -3.54688 -2.02730 0.69553 0.6250 -0.3462 0.4168 0.940
H -0.73364 -2.24682 0.10430 -1.9491 -1.3803 0.9655 0.159
H -1.69857 -4.89590 3.22642 -0.4291 0.0317 0.1326 0.623
H 1.15540 -3.02862 2.43420 -4.7086 -8.2596 2.0625 0.037
H 1.09784 -3.91444 0.95468 -3.4234 0.3931 2.5839 -1.021
H 0.74982 -4.74908 2.51791 -0.1203 -0.3848 -0.2115 0.692
C -1.01047 0.56918 6.52841 1.3906 -1.1654 -1.5230 -1.136
C -0.19649 1.04942 5.26151 -1.9046 0.2787 1.1467 -0.233
N -0.90069 0.60187 4.04580 -1.5311 0.7015 -3.2861 0.497
C -0.79034 -0.65458 3.40585 -1.3567 2.3462 0.1206 -0.959
C -1.38119 -0.48937 2.18557 0.6197 0.1576 -0.3168 0.239
N -1.83553 0.79388 1.98713 1.8935 0.0419 3.7453 0.393
C -1.58374 1.41972 3.15345 1.2353 -0.2805 0.9862 -0.396
C -2.32941 1.37688 0.75314 2.1279 6.5597 8.9846 -1.445
H -1.06298 -0.50765 6.36782 -0.0903 -0.3098 0.4010 0.322
H -2.05391 0.88439 6.53116 0.3644 0.6278 0.2271 0.367
H -0.41505 0.70717 7.43092 -0.4796 0.3978 0.0617 0.409
H 0.81459 0.65526 5.15931 -0.0883 0.0972 0.4562 0.157
H -0.21323 2.13916 5.24489 0.3619 -0.0263 -0.1674 0.363
H -0.21507 -1.45806 3.84161 -1.8880 0.6660 -0.0147 1.227
H -1.43574 -1.10210 1.29788 0.2380 1.2787 1.8388 -0.757
H -1.81682 2.46614 3.28415 0.0988 -0.0249 0.4338 0.558
H -3.41193 1.24980 0.76324 2.0465 1.3979 3.1590 1.179
H -1.82277 0.86451 -0.06472 0.6384 2.9591 5.4825 -0.590
H -2.13326 2.44899 0.73886 0.4265 0.5703 0.6664 1.004
```
Positions in Å, forces in eV/Å.

Computed properties:
HOMO level: -0.8251 hartree
Electronic energy: -82119.432 eV
Net charge: +6
Orbital gap: 9.1 eV